# 1
Entry from OMol25: a cluster of 7 separate species, C37H55BrFNO20 in total in a non-equilibrium geometry (wB97M-V/def2-TZVPD).

Each line ends with the Löwdin charge.
Geometry (Å):
C 3.322 0.296 2.220  0.06
C 2.220 0.007 2.635  -0.13
C 0.733 -0.384 2.981  -0.17
C -0.100 0.979 2.767  -0.20
C -0.268 1.273 1.220  -0.09
C -1.770 1.179 0.647  -0.20
C -2.677 2.471 0.776  -0.16
C -2.948 3.036 2.233  -0.66
C -1.712 3.822 2.887  -0.12
Br -3.807 1.739 3.477  0.69
C -2.458 -0.283 0.629  -0.32
C -2.396 -1.178 1.957  -0.04
C -3.995 -0.397 0.228  -0.13
C -4.396 -1.709 -0.572  -0.17
C -5.079 -2.854 0.302  -0.22
C -4.123 -4.143 0.313  -0.12
N -1.493 -1.038 -0.244  0.10
C -1.131 -0.320 -1.418  -0.35
O -0.686 -0.719 -2.472  0.08
C -1.415 1.195 -0.940  -0.26
F -0.178 1.829 -1.335  -0.02
C -2.430 1.765 -2.001  -0.07
C -2.098 3.249 -2.510  -0.23
O -1.302 3.234 -3.724  -0.09
H 4.100 0.642 1.495  0.05
H 0.661 -0.728 4.059  0.12
H 0.463 -1.184 2.242  0.09
H -1.031 1.026 3.389  0.06
H 0.589 1.786 3.179  0.09
H 0.048 2.353 1.067  0.12
H 0.427 0.556 0.683  0.13
H -3.704 2.372 0.305  0.11
H -2.131 3.304 0.224  0.12
H -3.741 3.840 2.096  0.08
H -2.071 4.816 3.295  0.09
H -0.952 4.003 2.073  0.07
H -1.316 3.219 3.747  0.06
H -2.269 -0.607 2.913  0.04
H -3.282 -1.862 2.097  0.07
H -1.496 -1.871 1.885  0.08
H -4.414 0.480 -0.337  0.09
H -4.574 -0.430 1.204  0.08
H -5.180 -1.395 -1.335  0.10
H -3.568 -2.184 -1.167  0.10
H -5.225 -2.535 1.372  0.10
H -6.040 -3.201 -0.176  0.11
H -4.655 -5.012 0.803  0.05
H -3.829 -4.480 -0.723  0.08
H -3.170 -3.973 0.896  0.06
H -1.646 -2.046 -0.316  0.13
H -3.516 1.766 -1.729  0.10
H -2.340 1.125 -2.938  0.13
H -3.055 3.832 -2.717  0.13
H -1.522 3.854 -1.753  0.11
H -1.611 3.985 -4.267  0.09
O 5.785 -1.134 -3.775  0.14
C 4.598 -1.003 -3.844  -0.55
O 3.745 -1.968 -4.281  0.06
C 2.420 -1.519 -3.999  -0.13
C 2.582 -0.031 -3.931  -0.12
O 3.931 0.126 -3.496  0.07
H 1.728 -1.827 -4.782  0.14
H 2.094 -1.947 -3.048  0.13
H 2.469 0.447 -4.908  0.14
H 1.890 0.431 -3.228  0.13
O 1.707 3.951 3.229  0.14
C 2.656 4.350 2.621  -0.54
O 3.155 5.612 2.720  0.07
C 4.401 5.629 2.030  -0.13
C 4.264 4.489 1.065  -0.14
O 3.373 3.603 1.742  0.05
H 4.555 6.584 1.528  0.13
H 5.208 5.474 2.752  0.14
H 3.809 4.792 0.121  0.13
H 5.212 4.001 0.860  0.12
O 9.644 -6.162 -2.995  0.15
C 8.737 -5.484 -3.370  -0.56
O 7.450 -5.914 -3.483  0.06
C 6.642 -4.768 -3.735  -0.13
C 7.616 -3.796 -4.333  -0.13
O 8.854 -4.180 -3.740  0.06
H 5.825 -5.011 -4.414  0.13
H 6.224 -4.414 -2.789  0.14
H 7.698 -3.899 -5.419  0.14
H 7.373 -2.763 -4.092  0.11
O 5.202 6.325 -0.978  0.16
C 6.346 5.980 -0.967  -0.54
O 7.379 6.743 -1.410  0.07
C 8.585 6.089 -1.027  -0.12
C 8.157 4.657 -0.879  -0.12
O 6.785 4.773 -0.514  0.04
H 9.355 6.218 -1.787  0.14
H 8.938 6.520 -0.087  0.14
H 8.227 4.099 -1.816  0.14
H 8.721 4.130 -0.111  0.14
O -7.605 -1.165 -0.854  0.16
C -7.841 -0.468 0.084  -0.54
O -6.993 -0.273 1.132  0.03
C -7.530 0.785 1.918  -0.13
C -8.992 0.749 1.574  -0.13
O -8.995 0.235 0.247  0.07
H -7.347 0.614 2.978  0.13
H -7.053 1.723 1.622  0.13
H -9.557 0.070 2.218  0.14
H -9.453 1.736 1.609  0.14
O -5.721 -6.948 2.409  0.17
C -4.587 -7.314 2.424  -0.55
O -3.533 -6.567 1.994  0.02
C -2.346 -7.252 2.383  -0.13
C -2.808 -8.675 2.517  -0.13
O -4.179 -8.533 2.871  0.07
H -1.567 -7.134 1.631  0.14
H -1.992 -6.835 3.330  0.14
H -2.741 -9.227 1.576  0.13
H -2.262 -9.220 3.287  0.13

F_max ... 0.0656 Eh/bohr
Net charge ... 0
Electronic energy ... -154456.919 eV
SMILES ... C#CCCC[C@]1(C[C@H](C)Br)[C@@](C)(CCCC)NC(=O)[C@@]1(F)CCO.O=C1OCCO1.O=C1OCCO1.O=C1OCCO1.O=C1OCCO1.O=C1OCCO1.O=C1OCCO1
HOMO-LUMO gap ... 9.7963 eV
LUMO ... 0.26 eV

=====

# 2
Entry from OMol25: a structure of composition C37H55F9N2PRhSi2 (wB97M-V/def2-TZVPD).

Each line ends with the Löwdin charge.
Geometry (Å):
Rh 0.409 0.112 -0.392  0.79
C 0.828 -1.127 1.266  -0.34
Si -0.348 -2.039 2.338  0.68
C -0.871 -3.757 1.376  -0.11
N -0.618 -3.697 0.015  -0.11
C 0.585 -4.241 -0.586  -0.11
C 0.203 -5.287 -1.659  -0.13
C -1.212 -5.035 -2.187  -0.18
C -1.469 -3.533 -2.285  -0.15
C -1.462 -2.918 -0.880  -0.13
C 0.431 -2.715 3.888  -0.27
C -0.290 -2.917 5.067  -0.09
C 0.329 -3.440 6.194  -0.07
C 1.677 -3.768 6.154  -0.07
C 2.409 -3.571 4.990  -0.07
C 1.790 -3.046 3.866  -0.09
C -1.936 -1.142 2.755  -0.26
C -1.790 -0.096 3.675  -0.12
C -2.875 0.672 4.070  -0.07
C -4.136 0.406 3.553  -0.08
C -4.303 -0.631 2.646  -0.08
C -3.212 -1.396 2.256  -0.10
H 1.595 -1.807 0.873  0.00
H 1.399 -0.448 1.910  0.00
H -1.935 -3.851 1.605  0.10
H -0.265 -4.515 1.868  0.11
H 1.212 -4.655 0.200  0.14
H 1.120 -3.401 -1.042  0.12
H 0.290 -6.292 -1.249  0.12
H 0.926 -5.208 -2.471  0.12
H -1.950 -5.481 -1.515  0.12
H -1.342 -5.516 -3.156  0.12
H -2.424 -3.317 -2.762  0.12
H -0.695 -3.068 -2.900  0.10
H -2.454 -2.855 -0.435  0.13
H -1.002 -1.915 -0.886  0.08
H -1.343 -2.661 5.109  0.10
H -0.239 -3.588 7.103  0.11
H 2.161 -4.170 7.035  0.11
H 3.463 -3.812 4.964  0.11
H 2.383 -2.864 2.975  0.10
H -0.815 0.114 4.107  0.11
H -2.739 1.468 4.791  0.11
H -4.986 0.999 3.862  0.11
H -5.286 -0.853 2.250  0.11
H -3.386 -2.208 1.557  0.08
F 2.643 0.955 -0.044  -0.28
P 4.202 0.457 0.392  0.18
F 3.692 -1.086 0.197  -0.19
F 3.680 0.416 1.919  -0.15
F 4.579 0.497 -1.174  -0.15
F 4.587 2.004 0.543  -0.13
F 5.648 -0.029 0.801  -0.10
C -0.453 4.716 1.560  -0.06
C 0.496 3.576 1.357  -0.42
C 1.905 3.945 1.039  -0.06
C 0.371 2.417 2.300  -0.09
Si -0.375 2.462 -0.641  0.93
C -2.291 2.626 -0.504  -0.65
C -2.916 3.983 -0.834  -0.08
C -2.828 2.130 0.843  -0.12
C -2.787 1.587 -1.540  -0.12
C 0.412 3.513 -2.053  -0.64
C 1.872 3.093 -2.274  -0.09
C -0.362 3.093 -3.322  -0.10
C 0.313 5.036 -1.943  -0.08
H -0.097 5.272 2.439  0.12
H -1.470 4.398 1.773  0.07
H -0.452 5.419 0.729  0.08
H 2.365 4.243 1.995  0.13
H 1.995 4.795 0.368  0.08
H 2.496 3.107 0.681  0.05
H 0.493 2.815 3.319  0.12
H 1.162 1.688 2.133  0.06
H -0.602 1.928 2.276  0.04
H -2.572 4.773 -0.168  0.07
H -4.004 3.916 -0.727  0.09
H -2.713 4.298 -1.857  0.07
H -2.648 2.829 1.659  0.07
H -2.409 1.159 1.122  0.05
H -3.913 2.003 0.764  0.09
H -2.484 1.807 -2.563  0.06
H -3.882 1.572 -1.516  0.10
H -2.443 0.578 -1.283  0.05
H 1.961 2.019 -2.455  0.06
H 2.523 3.328 -1.436  0.06
H 2.259 3.614 -3.155  0.10
H -0.356 2.011 -3.475  0.05
H 0.141 3.540 -4.186  0.10
H -1.392 3.444 -3.326  0.07
H 0.903 5.437 -1.122  0.06
H -0.715 5.380 -1.828  0.07
H 0.707 5.480 -2.863  0.10
F 2.642 -2.468 -6.667  0.16
C 2.429 -1.167 -6.412  -0.59
F 3.584 -0.520 -6.600  0.17
F 1.547 -0.714 -7.312  0.15
C 1.926 -0.984 -5.000  -0.08
C 2.806 -1.113 -3.940  0.05
C 2.322 -0.955 -2.653  -0.09
N 1.034 -0.684 -2.410  -0.04
C 0.187 -0.572 -3.440  -0.15
C 0.588 -0.714 -4.753  0.03
H 3.858 -1.309 -4.098  0.14
H 2.975 -1.027 -1.795  0.08
H -0.844 -0.347 -3.192  0.11
H -0.122 -0.604 -5.560  0.13

2S+1 ... 6
F_max ... 0.0131 Eh/bohr
Net charge ... +1
⟨S²⟩ ... 8.76
Electronic energy ... -94749.257 eV
HOMO-LUMO gap (alpha / beta) ... 7.6435 / 6.6801 eV
LUMO (alpha / beta) ... -2.67 / -4.96 eV

=====

# 3
Entry from OMol25: a cluster of 2 separate species, C37H55IN4O3S in total (wB97M-V/def2-TZVPD).

Each line ends with the Löwdin charge.
Geometry (Å):
C 5.350 -0.113 1.599  -0.11
C 6.155 0.744 0.615  -0.25
C 5.613 0.705 -0.839  -0.19
C 5.126 2.051 -1.412  -0.21
N 3.765 2.043 -1.940  0.01
C 2.708 1.891 -1.025  -0.25
C 2.854 2.071 0.344  0.00
C 1.770 1.910 1.213  -0.22
C 1.968 2.186 2.678  -0.13
C 1.627 3.631 3.055  -0.20
O 0.257 3.749 3.382  -0.17
C -0.484 4.625 2.553  -0.30
C -1.905 4.688 3.074  -0.08
C 0.523 1.575 0.692  -0.37
C 0.355 1.420 -0.690  -0.20
C 1.441 1.565 -1.537  0.04
N -0.949 1.119 -1.161  -0.03
C -1.202 1.280 -2.585  -0.19
C -2.667 1.612 -2.859  -0.23
C -3.020 3.042 -2.459  -0.10
C -1.522 -0.010 -0.522  -0.20
C -2.065 -1.074 -1.223  0.02
C -2.665 -2.150 -0.569  -0.30
C -3.276 -3.237 -1.414  -0.20
C -4.818 -3.223 -1.488  -0.22
C -5.453 -1.857 -1.259  -0.22
C -6.932 -1.820 -1.648  -0.18
C -7.649 -0.595 -1.076  -0.25
O -8.712 -0.116 -1.866  -0.19
C -8.308 0.540 -3.054  -0.11
C -2.687 -2.144 0.820  -0.54
I -3.577 -3.778 1.790  1.06
C -2.137 -1.099 1.574  -0.26
C -2.145 -1.070 3.085  -0.16
C -0.842 -1.602 3.725  -0.35
O -0.295 -0.554 4.537  -0.05
C -1.035 -2.865 4.579  -0.24
N -0.039 -3.890 4.233  0.00
C -1.559 -0.033 0.873  -0.36
S -0.894 1.365 1.723  1.12
H 5.669 -1.157 1.560  0.06
H 5.495 0.223 2.628  0.07
H 4.283 -0.069 1.372  0.06
H 6.162 1.780 0.968  0.09
H 7.194 0.412 0.620  0.10
H 4.801 -0.025 -0.872  0.10
H 6.404 0.311 -1.481  0.09
H 5.770 2.361 -2.238  0.11
H 5.216 2.840 -0.662  0.10
H 3.688 1.318 -2.644  0.12
H 3.814 2.334 0.770  0.10
H 1.320 1.531 3.266  0.09
H 3.014 2.014 2.941  0.11
H 1.873 4.290 2.215  0.13
H 2.226 3.937 3.917  0.12
H -0.472 4.271 1.511  0.10
H -0.028 5.625 2.558  0.12
H -1.971 5.293 3.979  0.07
H -2.264 3.686 3.310  0.06
H -2.564 5.129 2.323  0.08
H 1.343 1.436 -2.608  0.11
H -0.862 0.411 -3.163  0.12
H -0.606 2.131 -2.921  0.12
H -3.304 0.930 -2.290  0.09
H -2.883 1.441 -3.917  0.11
H -2.919 3.164 -1.378  0.07
H -2.350 3.766 -2.932  0.07
H -4.045 3.297 -2.730  0.07
H -2.066 -1.086 -2.306  0.11
H -2.866 -3.151 -2.423  0.11
H -2.936 -4.203 -1.029  0.08
H -5.220 -3.933 -0.760  0.07
H -5.106 -3.589 -2.478  0.11
H -5.361 -1.600 -0.198  0.11
H -4.920 -1.100 -1.842  0.11
H -7.423 -2.737 -1.313  0.12
H -7.014 -1.793 -2.739  0.11
H -6.913 0.207 -0.906  0.12
H -8.076 -0.838 -0.102  0.13
H -8.844 1.488 -3.125  0.08
H -8.549 -0.069 -3.931  0.08
H -7.232 0.740 -3.055  0.08
H -2.275 -0.042 3.427  0.10
H -3.010 -1.625 3.449  0.06
H -0.135 -1.836 2.923  0.15
H 0.653 -0.498 4.392  0.08
H -2.028 -3.286 4.422  0.06
H -0.969 -2.550 5.625  0.12
H 0.856 -3.455 4.047  0.06
H 0.099 -4.533 5.001  0.06
C 8.085 -4.067 -1.780  -0.08
C 8.612 -3.619 -2.980  -0.07
C 7.907 -2.665 -3.698  -0.16
N 6.745 -2.154 -3.298  0.05
C 6.249 -2.596 -2.144  -0.17
C 6.876 -3.544 -1.350  -0.07
H 8.607 -4.810 -1.191  0.11
H 9.552 -3.999 -3.357  0.10
H 8.290 -2.290 -4.640  0.10
H 5.302 -2.165 -1.842  0.09
H 6.426 -3.861 -0.419  0.10

Relative energy (zero: lowest compared OMol25 entry of this formula, charge and spin) ... 0.0000 eV
F_max ... 0.0109 Eh/bohr
Net charge ... 0
Electronic energy ... -70299.584 eV
SMILES ... CCCCNc1cc(CCOCC)c2c(c1)N(CCC)c1cc(CCCCCOC)c(I)c(C[C@@H](O)CN)c1S2.c1ccncc1
HOMO-LUMO gap ... 7.9332 eV
LUMO ... 0.51 eV

=====

# 4
Entry from OMol25: a structure of composition C37H55NO2P2PdSi (wB97M-V/def2-TZVPD).

Each line ends with the Löwdin charge.
Geometry (Å):
Pd -1.145 -0.186 -0.689  0.42
C -1.364 -3.529 -0.040  -0.19
Si -0.149 -2.108 -0.068  0.54
C 0.686 -1.775 1.613  -0.29
C 1.787 -2.478 2.095  -0.08
C 2.397 -2.117 3.291  -0.07
C 1.897 -1.053 4.025  -0.07
C 0.783 -0.354 3.576  -0.09
C 0.176 -0.700 2.372  -0.35
P -1.328 0.029 1.608  1.03
C -2.705 -0.578 2.681  -0.40
C -2.790 0.115 4.047  -0.21
C -3.777 -0.638 4.938  -0.19
C -3.238 -2.035 5.299  -0.19
C -2.241 -2.537 4.248  -0.19
C -2.665 -2.118 2.843  -0.19
C -1.536 1.884 1.746  -0.38
C -1.392 2.520 0.336  -0.24
C -0.907 3.963 0.422  -0.19
C 0.493 4.034 1.051  -0.18
C 0.659 3.026 2.208  -0.18
C -0.700 2.646 2.785  -0.20
C 1.153 -2.620 -1.342  -0.28
C 1.813 -3.850 -1.321  -0.09
C 2.705 -4.195 -2.324  -0.07
C 2.939 -3.316 -3.374  -0.07
C 2.285 -2.095 -3.414  -0.08
C 1.397 -1.738 -2.399  -0.34
P 0.531 -0.129 -2.294  1.02
C 0.223 0.335 -4.058  -0.41
C 0.085 1.847 -4.264  -0.20
C -1.165 2.434 -3.603  -0.18
C -2.388 1.510 -3.756  -0.19
C -2.201 0.498 -4.884  -0.19
C -1.015 -0.432 -4.596  -0.19
C 1.875 1.038 -1.754  -0.40
C 3.074 1.212 -2.719  -0.19
C 4.336 0.540 -2.182  -0.20
C 4.774 1.170 -0.855  -0.18
C 3.564 1.488 0.048  -0.18
C 2.356 0.647 -0.350  -0.23
H -1.066 -4.301 0.675  0.04
H -1.370 -3.961 -1.041  0.04
H -2.378 -3.211 0.189  0.02
H 2.193 -3.301 1.518  0.09
H 3.265 -2.659 3.643  0.10
H 2.373 -0.763 4.953  0.10
H 0.408 0.461 4.178  0.09
H -3.593 -0.309 2.098  0.11
H -3.104 1.154 3.937  0.11
H -1.810 0.129 4.534  0.10
H -4.726 -0.729 4.403  0.11
H -3.984 -0.062 5.841  0.11
H -4.071 -2.737 5.382  0.11
H -2.754 -2.010 6.278  0.11
H -2.153 -3.624 4.297  0.11
H -1.243 -2.142 4.453  0.10
H -3.656 -2.528 2.629  0.13
H -1.993 -2.568 2.118  0.05
H -2.588 1.970 2.035  0.11
H -2.347 2.458 -0.191  0.11
H -0.671 1.964 -0.286  0.05
H -1.614 4.551 1.014  0.11
H -0.896 4.413 -0.573  0.11
H 0.675 5.048 1.412  0.11
H 1.248 3.838 0.284  0.09
H 1.307 3.437 2.984  0.11
H 1.150 2.118 1.852  0.08
H -1.240 3.557 3.059  0.12
H -0.601 2.077 3.707  0.08
H 1.610 -4.557 -0.524  0.10
H 3.207 -5.154 -2.302  0.10
H 3.627 -3.588 -4.163  0.10
H 2.474 -1.427 -4.245  0.10
H 1.103 0.014 -4.618  0.08
H 0.036 2.020 -5.343  0.12
H 0.978 2.372 -3.918  0.09
H -1.365 3.415 -4.041  0.11
H -0.971 2.611 -2.541  0.08
H -3.290 2.100 -3.920  0.11
H -2.549 0.956 -2.831  0.05
H -2.064 1.016 -5.839  0.11
H -3.105 -0.106 -4.979  0.11
H -0.743 -0.978 -5.501  0.11
H -1.348 -1.174 -3.862  0.08
H 1.356 2.000 -1.660  0.10
H 3.274 2.280 -2.845  0.12
H 2.844 0.832 -3.714  0.09
H 5.140 0.615 -2.917  0.11
H 4.142 -0.526 -2.042  0.10
H 5.338 2.085 -1.049  0.11
H 5.455 0.487 -0.342  0.11
H 3.297 2.546 -0.041  0.10
H 3.814 1.319 1.097  0.11
H 1.538 0.768 0.358  0.07
H 2.626 -0.413 -0.318  0.11
O -3.043 -1.533 -1.915  -0.19
N -3.929 -0.787 -1.493  -0.26
O -3.496 0.184 -0.819  -0.27

F_max ... 0.0146 Eh/bohr
Net charge ... 0
Electronic energy ... -74783.105 eV
HOMO-LUMO gap ... 7.9702 eV
LUMO ... 0.54 eV